[1]
# C9H29BClO5P

5 unconnected molecules or ions with the total composition C9H29BClO5P (ωB97M-V with the def2-TZVPD basis set, the OMol25 dataset).

Geometry (Å):
C 2.2198 -0.4093 -2.0002
P 0.6804 0.3463 -1.3167
O 0.5047 1.7645 -2.2020
B -0.7024 -0.8929 -1.9161
Cl -0.7887 -1.2604 -3.6551
H 2.0182 -0.8891 -2.9494
H 2.5892 -1.0964 -1.2564
H 2.8985 0.4096 -2.1919
H -0.4207 1.9225 -2.4420
H -1.4336 -1.3825 -1.1480
C -5.9318 -0.5082 -0.5553
C -4.8071 -0.8058 -1.5299
O -3.6615 -1.3380 -0.8677
H -5.5973 0.1971 0.2058
H -6.7964 -0.0858 -1.0688
H -6.2472 -1.4198 -0.0423
H -4.4827 0.1071 -2.0277
H -5.1432 -1.5116 -2.2963
H -3.9265 -2.1569 -0.4298
C 6.2664 -1.6642 -0.0344
C 5.6596 -0.3360 0.3815
O 4.5843 -0.5291 1.3007
H 5.5088 -2.2987 -0.4946
H 7.0818 -1.5206 -0.7448
H 6.6568 -2.1989 0.8345
H 5.2545 0.1842 -0.4844
H 6.4159 0.3055 0.8458
H 4.9451 -0.9789 2.0715
C 2.0694 4.5080 0.5223
C 0.8011 5.1878 0.0393
O 0.6388 5.0616 -1.3697
H 2.9396 4.9320 0.0206
H 2.1934 4.6255 1.6000
H 2.0442 3.4404 0.2923
H 0.8317 6.2552 0.2533
H -0.0736 4.7645 0.5463
H 0.6001 4.1199 -1.5683
C -2.4531 -2.6396 3.6844
C -2.9764 -2.4360 2.2757
O -3.0625 -3.6686 1.5559
H -1.4681 -3.1052 3.6584
H -2.3782 -1.6901 4.2152
H -3.1136 -3.3002 4.2514
H -2.3093 -1.7922 1.7062
H -3.9665 -1.9671 2.2949
H -3.6616 -4.2497 2.0358

Results
- Energy above the lowest of the compared OMol25 structures with the same formula, charge and spin: 8.4 kcal per mole
- LUMO energy: -0.43 eV
- HOMO energy: -7.92 eV
- Structure (SMILES): CP(O)BCl.CCO.CCO.CCO.CCO

Here are the natural (NBO) charges for atoms 1 to 6, given in e:
1. C -0.938
2. P 0.763
3. O -0.988
4. B 0.163
5. Cl -0.179
6. H 0.224

[2]
# C28H38BBrCl37F3N4O4PS

10 unconnected molecules or ions with the total composition C28H38BBrCl37F3N4O4PS (ωB97M-V with the def2-TZVPD basis set, the OMol25 dataset).

Geometry (Å):
C -4.3350 -7.6873 0.8775
C -5.0660 -6.3349 0.8503
C -4.1283 -5.1145 0.9571
C -4.4467 -4.0116 -0.0555
C -3.9898 -4.3611 -1.4755
C -2.4733 -4.3475 -1.6763
C -1.8673 -2.9503 -1.6066
C -0.3489 -2.9578 -1.4253
C 0.3058 -1.7296 -2.0586
C 1.7394 -1.4354 -1.5978
C 1.9611 -0.0600 -1.0250
N 1.4602 0.1340 0.3669
B 1.4018 -1.0628 1.3259
N 0.1403 -1.6435 1.6335
O 2.6085 -1.4499 1.7913
C 1.1822 1.3109 0.7982
N 0.8625 1.7139 2.0697
C 1.7893 2.8440 2.3008
Br 3.5524 1.9777 2.7209
C 1.5167 3.7625 3.4747
C 0.2189 4.5760 3.4707
C -1.0214 3.8806 4.0885
C -1.6413 4.7793 5.1663
S -2.4611 4.1002 6.6161
O -3.8642 4.0070 6.3614
O -1.9464 4.7921 7.7553
Cl -1.7908 2.1791 6.7531
C 1.9804 3.4264 0.8392
P 1.8729 5.2361 0.4318
O 2.4570 5.5205 -0.8913
N 1.2264 2.4736 -0.0204
C -0.1299 2.8297 -0.3958
F -0.7167 3.6590 0.4798
F -0.8721 1.7227 -0.4569
F -0.1453 3.4192 -1.5767
H -4.9164 -8.4413 1.4093
H -4.1626 -8.0644 -0.1319
H -3.3717 -7.6071 1.3844
H -5.6326 -6.2638 -0.0803
H -5.7754 -6.3048 1.6775
H -3.0911 -5.4388 0.8433
H -4.2105 -4.6941 1.9652
H -5.5285 -3.8466 -0.0713
H -3.9890 -3.0739 0.2723
H -4.3451 -5.3649 -1.7187
H -4.4070 -3.6512 -2.1906
H -1.9864 -4.9903 -0.9347
H -2.2345 -4.7820 -2.6523
H -2.3307 -2.3546 -0.8151
H -2.0884 -2.4361 -2.5485
H -0.0812 -3.0778 -0.3693
H 0.0416 -3.8375 -1.9477
H 0.3384 -1.9235 -3.1318
H -0.3283 -0.8415 -1.9443
H 2.3814 -1.4107 -2.4835
H 2.1416 -2.2404 -0.9745
H 1.5104 0.6845 -1.6744
H 3.0305 0.1641 -0.9942
H -0.6363 -1.3078 1.0762
H -0.1167 -1.6136 2.6139
H 2.5946 -1.9096 2.6387
H 0.9619 1.0404 2.8219
H 2.3898 4.4143 3.5380
H 1.5317 3.1577 4.3859
H 0.4329 5.4586 4.0767
H -0.0218 4.9582 2.4818
H -0.7698 2.8956 4.4772
H -1.7664 3.7216 3.3080
H -0.9081 5.4527 5.6069
H -2.4421 5.3882 4.7425
H 3.0314 3.2499 0.6052
H 0.5476 5.6386 0.6095
H 2.5797 5.7464 1.5323
C 6.8727 -0.0833 0.4211
Cl 8.3847 -0.1498 -0.4703
Cl 6.2850 1.5869 0.4689
Cl 5.6660 -1.1051 -0.3826
Cl 7.1167 -0.6533 2.0719
C 3.2363 3.0699 -4.4430
Cl 3.3729 4.7760 -4.8195
Cl 2.0965 2.2837 -5.5394
Cl 4.8269 2.3030 -4.5519
Cl 2.6045 2.8741 -2.7944
C 4.6088 3.0952 -9.4266
Cl 6.0589 2.8383 -10.3938
Cl 4.1641 4.8030 -9.4604
Cl 3.2807 2.1285 -10.0809
Cl 4.9127 2.6068 -7.7542
C -1.8445 1.0584 -5.6290
Cl -1.7584 -0.6864 -5.3464
Cl -1.4194 1.9108 -4.1335
Cl -0.7021 1.5037 -6.8989
Cl -3.4781 1.4906 -6.1135
C -6.2224 -7.3706 -3.7296
Cl -7.2285 -7.7414 -5.1253
Cl -4.7128 -6.6212 -4.2740
Cl -7.0821 -6.2519 -2.6615
Cl -5.8558 -8.8484 -2.8399
C 5.7716 6.0133 3.3060
Cl 6.6988 7.3594 2.6713
Cl 4.2894 6.6177 4.0798
Cl 5.3443 4.9103 1.9799
Cl 6.7125 5.0839 4.4568
C -3.7347 -1.7081 4.5957
Cl -3.0921 -2.8572 5.7625
Cl -5.2853 -2.2580 3.9875
Cl -3.8984 -0.1127 5.3221
Cl -2.5711 -1.5525 3.2470
C -6.8446 -1.4581 -3.0983
Cl -6.9972 -3.2164 -3.0411
Cl -6.9304 -0.8097 -1.4552
Cl -5.2745 -1.0403 -3.8077
Cl -8.1363 -0.7715 -4.0772
C 9.4784 1.4570 3.1417
Cl 9.1213 0.1218 4.2418
Cl 8.0164 2.4314 2.9196
Cl 10.7526 2.4653 3.8224
Cl 9.9917 0.8145 1.5810

Results
- Total charge: +1
- LUMO energy: -3.31 eV
- HOMO energy: -12.40 eV

Here are the Löwdin charges for atoms 1 to 6, given in e:
1. C -0.101
2. C -0.242
3. C -0.209
4. C -0.208
5. C -0.233
6. C -0.201

[3]
# C27H55F2N7O13

9 unconnected molecules or ions with the total composition C27H55F2N7O13 (ωB97M-V with the def2-TZVPD basis set, the OMol25 dataset).

Geometry (Å):
C -0.5537 -0.3543 2.1664
C -0.3967 0.3796 0.8858
O -0.2190 1.6118 1.0628
N -0.5188 -0.1958 -0.2966
C -0.5215 0.5358 -1.5163
H -0.9846 -1.3305 1.9439
H -1.1721 0.1663 2.8977
H 0.3998 -0.4339 2.6885
H -0.9247 -1.1206 -0.3053
H -1.0997 0.0096 -2.2759
H 0.5089 0.5672 -1.8705
H -0.9480 1.5388 -1.5121
C -1.6862 -4.0295 1.1333
C -2.0012 -3.2377 -0.1036
O -1.0842 -3.0209 -0.8736
N -3.2420 -2.8878 -0.2411
C -3.7967 -2.1324 -1.3804
H -2.4264 -3.9688 1.9312
H -0.7811 -3.5104 1.4487
H -1.6043 -5.0507 0.7613
H -3.7456 -2.8668 0.6342
H -4.6651 -2.5393 -1.8985
H -2.9672 -1.9393 -2.0606
H -4.0336 -1.1594 -0.9499
C -2.8908 2.4924 -3.5979
C -1.4358 2.5543 -4.1283
O -0.6556 3.4458 -3.7990
N -0.9271 1.5961 -4.9495
C 0.4267 1.6176 -5.4550
H -3.4155 1.5373 -3.6247
H -3.4861 3.1999 -4.1752
H -2.9311 2.8354 -2.5641
H -1.5462 0.8460 -5.2218
H 1.0817 2.3367 -4.9630
H 0.3238 1.8123 -6.5225
H 0.9254 0.6671 -5.2656
C -2.0023 -1.8338 5.1475
C -3.2902 -1.4516 4.4153
O -3.4677 -1.8077 3.2753
N -4.0506 -0.5592 4.9745
C -5.0709 0.2799 4.2703
H -1.3940 -0.9474 5.3275
H -1.3160 -2.3612 4.4849
H -2.2892 -2.4590 5.9930
H -3.8116 -0.4148 5.9452
H -5.9957 -0.2854 4.3851
H -4.8285 0.4389 3.2196
H -5.2364 1.1665 4.8825
C -0.8703 4.5964 -0.0249
C -2.3582 4.3438 -0.0951
O -3.1429 5.0204 -0.7314
N -2.7424 3.3160 0.6875
C -4.1526 2.9895 0.8486
H -0.3864 3.9869 -0.7881
H -0.5449 4.3118 0.9757
H -0.6332 5.6555 -0.1252
H -2.0787 2.5814 0.8873
H -4.3296 1.9392 0.6171
H -4.9010 3.4868 0.2315
H -4.3307 2.9999 1.9238
C 5.2519 -1.3415 3.4748
C 4.8263 -2.4886 2.5493
O 5.5549 -3.4130 2.2780
N 3.5910 -2.4968 2.0605
C 2.9928 -3.5377 1.2253
H 4.9632 -1.5637 4.5021
H 4.8567 -0.3857 3.1309
H 6.3408 -1.3026 3.5063
H 2.9502 -1.7237 2.1692
H 3.1946 -4.5166 1.6602
H 3.3188 -3.4705 0.1874
H 1.9060 -3.4678 1.1798
C 1.9549 -2.3727 -2.3099
C 1.2120 -2.5513 -3.6537
O 1.7725 -2.4494 -4.7368
N -0.1358 -2.6297 -3.5801
C -0.9915 -2.5679 -4.7123
H 1.5488 -1.4587 -1.8765
H 3.0130 -2.1425 -2.4348
H 1.8242 -3.2070 -1.6208
H -0.5766 -2.8101 -2.6895
H -2.0366 -2.7144 -4.4398
H -0.7460 -3.2952 -5.4861
H -1.0527 -1.5947 -5.1995
C 4.2518 0.8091 -1.0485
C 5.3633 -0.0723 -1.6334
O 5.1109 -0.0432 -2.9976
C 3.8890 0.4240 -3.2510
O 3.3473 0.5117 -4.3309
O 3.3411 0.7827 -2.0363
F 5.1692 -1.3330 -1.1681
H 4.6745 1.8134 -1.0749
H 3.8953 0.5536 -0.0506
H 6.3595 0.2460 -1.3261
C 1.6480 3.5921 2.5416
C 2.6488 3.0409 1.5414
O 3.3961 2.1592 2.3651
C 3.2704 2.4411 3.6217
O 4.1108 2.1425 4.4268
O 2.3361 3.4292 3.7979
F 3.4743 3.9237 1.0530
H 0.6893 3.0758 2.5910
H 1.4451 4.6394 2.3179
H 2.2642 2.4019 0.7465

Results
- Total charge: -1
- LUMO energy (spin up / spin down): 2.23 / 2.18 eV
- HOMO energy (spin up / spin down): 0.13 / -7.12 eV
- 2S+1: 2
- Expectation value of S²: 0.751

Here are the Löwdin charges for atoms 1 to 6, given in e:
1. C -0.011
2. C -0.522
3. O -0.051
4. N 0.055
5. C -0.056
6. H 0.054